No. 1
{
  "formula": "C11H21AsN2O5P2PtS6",
  "method": "wB97M-V/def2-TZVPD",
  "species": ["Pt", "C", "P", "C", "C", "C", "P", "C", "C", "H", "H", "H", "H", "H", "H", "H", "H", "H", "H", "H", "H", "H", "H", "H", "H", "S", "As", "S", "S", "S", "C", "N", "C", "C", "C", "O", "N", "C", "O", "H", "H", "H", "H", "H", "O", "S", "O", "O", "S"],
  "coordinates": [[-0.94932, -0.01440, -0.63053], [2.42575, 2.20443, -0.45729], [0.61004, 2.03887, -0.56734], [0.19806, 3.25414, -1.86886], [0.12523, 2.94958, 0.96200], [-1.37950, 2.89768, 1.21923], [-2.04609, 1.18999, 1.09414], [-3.83142, 1.51737, 0.92832], [-1.94310, 0.48997, 2.76516], [2.70736, 3.24820, -0.28431], [2.88743, 1.86243, -1.38226], [2.76902, 1.58477, 0.37131], [0.60014, 4.24526, -1.63651], [-0.88642, 3.31360, -1.97746], [0.61828, 2.90887, -2.81600], [0.46887, 3.98624, 0.88347], [0.66469, 2.46071, 1.77256], [-1.91304, 3.46983, 0.45285], [-1.63824, 3.33763, 2.18831], [-4.19035, 2.13155, 1.75945], [-4.35926, 0.56462, 0.90874], [-4.01871, 2.02796, -0.01663], [-2.52257, 1.07831, 3.48198], [-0.89504, 0.44359, 3.05630], [-2.33908, -0.52672, 2.71309], [-4.64296, -4.21128, -1.82262], [-2.82753, -3.57971, -0.93434], [-0.11954, -0.24600, -3.00096], [-2.95874, -1.33419, -0.64833], [-2.31130, -4.39317, 0.96426], [1.29330, -4.86833, 0.22115], [1.28104, -3.50310, 0.71877], [1.87093, -3.14868, 1.88320], [1.86164, -1.88042, 2.32529], [1.14854, -0.87122, 1.55723], [1.07597, 0.30354, 1.95979], [0.52947, -1.27600, 0.41384], [0.65658, -2.54518, -0.09313], [0.27106, -2.88344, -1.19526], [1.65380, -5.51951, 1.01715], [1.93973, -4.95539, -0.65347], [0.27719, -5.15312, -0.04731], [2.34655, -3.95384, 2.42933], [2.33063, -1.59072, 3.25226], [2.40577, 0.04792, -5.68383], [2.71737, 0.72205, -4.44563], [2.11427, 2.03056, -4.28419], [4.09590, 0.62290, -4.00053], [1.82758, -0.47813, -2.85239]],
  "forces_ev_per_angstrom": [[0.16, 0.10, 0.12], [0.00, -0.03, 0.00], [-0.05, -0.03, 0.05], [0.01, 0.01, -0.04], [0.01, 0.01, 0.00], [-0.02, 0.01, 0.00], [0.04, -0.04, 0.04], [0.00, -0.01, -0.02], [-0.02, -0.02, -0.02], [-0.01, -0.01, 0.02], [0.00, -0.01, -0.04], [0.01, 0.00, 0.00], [0.00, -0.01, 0.00], [-0.01, 0.01, 0.01], [0.00, 0.00, 0.02], [0.00, 0.01, -0.01], [-0.01, 0.02, -0.01], [0.00, 0.01, 0.00], [0.00, -0.01, 0.01], [0.01, 0.00, 0.00], [0.00, 0.00, 0.00], [-0.01, -0.01, 0.00], [0.00, 0.01, -0.01], [0.00, 0.00, 0.01], [0.01, -0.01, 0.00], [-0.03, -0.02, 0.00], [0.01, 0.12, 0.01], [0.04, -0.03, -0.10], [-0.14, -0.09, -0.07], [0.04, -0.03, 0.03], [-0.03, 0.01, 0.02], [0.10, 0.01, -0.03], [-0.04, -0.02, 0.02], [0.05, 0.03, -0.06], [-0.19, -0.08, 0.10], [0.06, -0.02, -0.05], [0.04, 0.10, -0.01], [0.01, -0.01, 0.08], [-0.03, 0.00, -0.06], [0.01, 0.01, 0.00], [-0.02, 0.01, -0.01], [0.01, -0.01, 0.01], [0.00, 0.00, 0.01], [0.01, -0.01, 0.00], [0.00, 0.02, 0.01], [0.05, -0.10, -0.04], [-0.01, 0.03, 0.02], [-0.02, 0.01, -0.01], [-0.02, 0.05, 0.02]],
  "homo_energy_ev": [-0.68, -1.92],
  "s_squared": 6.0252,
  "spin_multiplicity": 5,
  "relative_energy_ev": 0.000,
  "charge": -2,
  "e_tot_ha": -6344.5693,
  "homo_lumo_gap_ev": [4.646, 5.176]
}

***

No. 2
{
  "formula": "C4H4IN",
  "method": "wB97M-V/def2-TZVPD",
  "species": ["C", "C", "C", "C", "N", "I", "H", "H", "H", "H"],
  "coordinates": [[-0.21396, 1.32552, 0.02718], [-1.19910, 1.18310, 0.81229], [0.95528, 0.56266, -0.31386], [0.40142, -0.78093, -0.04614], [-1.12926, -0.23364, 0.76109], [-2.81947, -1.17380, 0.09242], [1.29447, 0.71658, -1.45178], [1.82840, 0.92699, 0.34163], [0.10112, -1.06772, -1.04501], [0.78110, -1.45875, 0.82220]],
  "forces_ev_per_angstrom": [[-0.14, 0.11, -0.98], [-1.07, 0.85, 1.05], [4.29, 2.48, -1.41], [-2.39, -0.19, 2.35], [1.52, -1.43, -0.49], [-0.07, -0.12, -0.18], [-0.65, -0.41, 2.50], [-1.01, -0.83, -0.89], [-0.07, -1.52, 0.42], [-0.40, 1.07, -2.37]],
  "homo_energy_ev": [-8.19, -8.20],
  "relative_energy_ev": 7.184,
  "e_tot_ha": -506.9889,
  "homo_lumo_gap_ev": [7.302, 7.302]
}

***

No. 3
{
  "formula": "C44H37IrNO2P3",
  "method": "wB97M-V/def2-TZVPD",
  "species": ["Ir", "C", "N", "P", "C", "C", "C", "C", "C", "C", "C", "C", "C", "C", "C", "C", "P", "C", "C", "C", "C", "C", "C", "C", "C", "C", "C", "C", "C", "H", "H", "H", "H", "H", "H", "H", "H", "H", "H", "H", "H", "H", "H", "H", "H", "H", "H", "H", "H", "H", "H", "H", "O", "C", "O", "C", "C", "C", "C", "C", "C", "P", "C", "C", "C", "C", "C", "C", "C", "C", "C", "C", "C", "C", "H", "H", "H", "H", "H", "H", "H", "H", "H", "H", "H", "H", "H", "H"],
  "coordinates": [[-0.36442, -0.00418, 0.99193], [1.56883, 3.17926, -1.57602], [0.98258, 2.18965, -0.64345], [1.73736, 0.68670, -0.27199], [3.50610, 0.98521, -0.54297], [4.22709, 0.12841, -1.36825], [5.59623, 0.31718, -1.52313], [6.22730, 1.35662, -0.86026], [5.50050, 2.21856, -0.04041], [4.13972, 2.03363, 0.12977], [1.68521, 0.56006, 1.57804], [1.46436, 1.63837, 2.46577], [1.63965, 1.47416, 3.82835], [2.06395, 0.24813, 4.33480], [2.30600, -0.82458, 3.48142], [2.11504, -0.67676, 2.11910], [-0.59982, 2.26778, -0.06491], [-0.85209, 3.97243, 0.46389], [-0.95694, 4.98841, -0.49677], [-1.07008, 6.30934, -0.09030], [-1.10918, 6.61889, 1.26418], [-1.04193, 5.60994, 2.21688], [-0.91472, 4.28761, 1.82110], [-1.75508, 2.16420, -1.47674], [-3.14942, 2.46510, -1.20744], [-4.12104, 2.47998, -2.25179], [-3.73973, 2.15027, -3.51187], [-2.38468, 1.79436, -3.76151], [-1.40398, 1.79289, -2.73579], [2.45307, 2.76146, -2.04663], [1.85803, 4.09061, -1.05453], [0.86018, 3.43811, -2.36107], [3.72193, -0.67357, -1.89582], [6.16435, -0.34370, -2.16531], [7.29415, 1.50069, -0.97681], [5.99955, 3.03203, 0.47060], [3.57904, 2.69778, 0.77802], [1.21240, 2.61493, 2.07122], [1.46510, 2.30555, 4.49976], [2.22454, 0.13639, 5.40039], [2.65380, -1.77117, 3.87634], [2.34452, -1.50186, 1.45307], [-0.95609, 4.76052, -1.55668], [-1.12704, 7.09507, -0.83253], [-1.21029, 7.64980, 1.57729], [-1.09675, 5.85264, 3.27089], [-0.89109, 3.50533, 2.57194], [-3.45451, 2.72059, -0.19959], [-5.15120, 2.72188, -2.02561], [-4.45942, 2.14541, -4.32059], [-2.08595, 1.53397, -4.77142], [-0.37955, 1.53139, -2.97041], [-4.01447, 0.35314, -0.66017], [-3.40673, -0.38411, 0.12371], [-2.57706, -0.05750, 1.01644], [-3.63279, -1.84900, -0.05041], [-5.00208, -2.30192, -0.23541], [-5.27926, -3.63189, -0.35484], [-4.21361, -4.53753, -0.30661], [-2.84781, -4.08909, -0.14206], [-2.54571, -2.76026, -0.02867], [-0.77619, -2.27350, 0.15226], [-0.23422, -3.33815, 1.50874], [-0.64502, -2.96622, 2.79356], [-0.29030, -3.73821, 3.88782], [0.48528, -4.87787, 3.70585], [0.89814, -5.24748, 2.43255], [0.53771, -4.48349, 1.32898], [0.01127, -2.82678, -1.37301], [-0.71806, -3.14647, -2.51779], [-0.05994, -3.54219, -3.67623], [1.32339, -3.61469, -3.69881], [2.05673, -3.28473, -2.56404], [1.40640, -2.88197, -1.40914], [-5.79288, -1.56198, -0.26393], [-6.29636, -3.97874, -0.47656], [-4.41029, -5.59992, -0.39470], [-2.05415, -4.82656, -0.09283], [-1.26178, -2.08181, 2.93584], [-0.61750, -3.45558, 4.88076], [0.76164, -5.48551, 4.55883], [1.49927, -6.13734, 2.29581], [0.85514, -4.78899, 0.33945], [-1.80043, -3.09334, -2.51616], [-0.63062, -3.80370, -4.55877], [1.83422, -3.93053, -4.59926], [3.13689, -3.35479, -2.57882], [1.98563, -2.63680, -0.52648]],
  "forces_ev_per_angstrom": [[-0.02, -0.13, -0.51], [0.01, 0.07, 0.20], [0.08, 0.04, -0.42], [-0.24, 0.28, 0.76], [-0.09, -0.26, -0.25], [0.01, 0.04, -0.08], [-0.05, -0.06, -0.04], [0.02, 0.03, 0.03], [-0.05, 0.02, 0.01], [0.08, -0.03, 0.01], [0.54, 0.21, -0.05], [-0.01, 0.03, 0.00], [-0.05, 0.01, 0.01], [0.02, -0.04, 0.02], [-0.04, -0.02, 0.05], [-0.01, 0.00, -0.01], [0.29, -0.56, -0.23], [-0.22, -0.14, 0.08], [-0.01, 0.02, 0.11], [0.01, -0.08, -0.04], [-0.01, -0.03, 0.02], [-0.02, 0.05, 0.05], [-0.03, -0.02, 0.05], [-0.59, 0.19, 0.43], [0.21, -0.22, 0.02], [0.13, 0.15, 0.25], [0.52, -0.17, -0.39], [-0.31, 0.06, 0.03], [-0.11, 0.01, -0.36], [0.05, -0.05, -0.01], [-0.02, 0.00, 0.05], [-0.04, -0.02, 0.01], [0.03, 0.02, 0.02], [-0.02, 0.02, 0.03], [-0.04, 0.01, -0.01], [0.00, -0.03, -0.01], [0.02, -0.01, 0.00], [-0.02, 0.01, -0.02], [0.04, -0.02, -0.02], [-0.02, -0.01, -0.05], [-0.02, 0.05, 0.00], [-0.01, 0.01, 0.01], [0.06, -0.01, 0.02], [-0.04, -0.01, 0.03], [0.02, -0.01, 0.00], [0.00, 0.00, -0.05], [0.03, 0.00, -0.04], [0.08, 0.19, -0.09], [0.06, 0.02, 0.08], [0.10, -0.01, -0.02], [-0.04, 0.00, 0.06], [-0.02, -0.02, -0.06], [-0.10, -0.20, -0.07], [0.67, 0.15, 0.18], [-0.86, 0.17, 0.16], [-0.43, -0.28, -0.04], [0.41, 0.23, 0.12], [0.12, -0.17, 0.01], [0.28, 0.09, 0.03], [-0.43, -0.24, -0.04], [-0.21, 0.21, -0.13], [0.28, 0.56, 0.15], [-0.04, -0.01, 0.00], [-0.02, 0.01, 0.02], [-0.02, 0.04, 0.00], [0.01, -0.03, 0.00], [0.01, 0.00, -0.01], [0.03, -0.07, 0.00], [-0.11, -0.04, -0.05], [-0.01, 0.00, 0.02], [-0.08, 0.03, 0.00], [0.06, 0.01, 0.00], [0.00, 0.03, 0.02], [0.02, -0.02, -0.02], [0.11, 0.06, 0.01], [0.03, -0.05, -0.01], [0.07, 0.01, 0.02], [-0.09, -0.09, -0.02], [0.01, -0.02, 0.02], [0.00, -0.01, -0.04], [0.00, 0.04, -0.03], [-0.03, 0.02, 0.00], [0.00, 0.01, 0.02], [0.04, -0.02, -0.04], [0.01, 0.02, 0.04], [-0.01, -0.01, 0.03], [-0.01, 0.00, 0.00], [0.02, -0.01, -0.01]],
  "homo_energy_ev": [-14.91, -16.12],
  "s_squared": 8.8183,
  "spin_multiplicity": 6,
  "charge": 3,
  "e_tot_ha": -3031.4533,
  "homo_lumo_gap_ev": [6.587, 4.082]
}

***

No. 4
{
  "formula": "C10H9AsN2O2S6Zn",
  "method": "wB97M-V/def2-TZVPD",
  "species": ["Zn", "S", "As", "S", "S", "S", "O", "C", "C", "C", "C", "C", "C", "C", "O", "N", "N", "C", "S", "C", "C", "S", "H", "H", "H", "H", "H", "H", "H", "H", "H"],
  "coordinates": [[1.01545, 2.89471, 0.34037], [5.39775, 5.51142, -0.02092], [3.50883, 4.51333, 0.36975], [3.08425, 2.72344, 1.51295], [1.91247, 4.65909, -1.02418], [4.05373, 6.41298, 1.34177], [-2.90065, 2.61108, -0.15589], [-3.25298, 1.33282, 0.07275], [-4.50446, 0.81034, 0.22784], [-4.66832, -0.53796, 0.32031], [-3.58336, -1.46895, 0.16100], [-2.36742, -0.96123, 0.10558], [-2.18631, 0.43094, 0.13753], [-0.84683, 0.93900, 0.06613], [-0.61273, 2.08092, 0.81086], [-0.03492, 0.30940, -0.77966], [1.26237, 1.00304, -0.74206], [2.35602, 0.41234, -0.74630], [3.78852, 0.03167, -1.14930], [3.82944, -4.80913, -0.23194], [2.58550, -4.62212, 0.47649], [1.21414, -4.01467, -0.57599], [-3.68282, 3.19388, -0.39728], [-5.37325, 1.47453, 0.21040], [-5.71364, -1.01262, 0.45250], [-3.85213, -2.62619, 0.29610], [-1.49579, -1.65288, -0.01346], [3.51675, -4.35380, -1.27646], [4.66481, -5.25725, -0.04110], [2.31554, -4.99796, 1.33687], [0.57002, -5.03017, -1.08471]],
  "forces_ev_per_angstrom": [[1.34, 0.18, -0.33], [2.69, 1.81, -0.43], [-1.15, -1.79, 0.17], [-0.65, -0.81, 1.21], [-1.84, 0.09, -0.85], [0.39, 0.88, 0.41], [-2.06, 1.95, -0.59], [1.93, -0.90, 0.17], [-1.66, 0.87, -0.18], [-1.32, -3.24, -0.22], [-5.07, -2.19, 1.48], [3.27, 0.16, -0.34], [-0.52, -0.67, -0.41], [2.65, 2.55, -0.06], [-0.41, -3.13, -1.63], [0.30, 1.77, 1.82], [-0.31, -1.57, 0.60], [-1.84, 1.35, -1.31], [0.87, -0.63, 0.35], [-7.91, 4.06, -3.26], [1.73, 1.88, -5.50], [1.28, 1.40, 1.85], [1.25, -1.35, 0.56], [0.15, -0.17, 0.13], [1.70, 1.11, -0.22], [0.92, 2.76, -0.62], [-0.57, 1.00, 0.32], [2.01, -1.13, 1.67], [4.74, -2.62, 1.40], [-1.31, -1.92, 4.47], [-0.59, -1.70, -0.68]],
  "homo_energy_ev": [-0.24, 1.94],
  "charge": -2,
  "e_tot_ha": -7050.5550,
  "homo_lumo_gap_ev": [4.084, 1.890]
}

***

No. 5
{
  "formula": "C16H13BrN4O5OsS",
  "method": "wB97M-V/def2-TZVPD",
  "species": ["Os", "Br", "C", "C", "C", "C", "C", "N", "C", "O", "O", "H", "H", "H", "C", "N", "C", "C", "N", "H", "H", "H", "H", "H", "H", "O", "S", "O", "N", "C", "O", "C", "C", "C", "C", "C", "C", "H", "H", "H", "H"],
  "coordinates": [[-1.08220, -0.05603, -1.12331], [-0.51731, 3.56910, -1.47943], [-2.17497, 2.91197, -0.93176], [-3.17215, 3.82821, -0.64454], [-4.43878, 3.37842, -0.32144], [-4.69256, 2.01146, -0.32052], [-3.66122, 1.16168, -0.60838], [-2.39237, 1.58327, -0.88469], [-3.87990, -0.31940, -0.68147], [-4.91713, -0.84989, -0.47700], [-2.74036, -0.98152, -1.02706], [-2.94430, 4.88265, -0.69587], [-5.22565, 4.08566, -0.09437], [-5.66824, 1.59287, -0.11519], [2.33629, -4.18025, -1.59887], [0.87050, -3.97041, -1.69443], [0.00018, -5.15032, -1.92535], [0.36655, -2.81010, -1.54135], [-0.14197, -1.76537, -1.42000], [2.66452, -4.70746, -2.49123], [2.55193, -4.77639, -0.71483], [2.84212, -3.22120, -1.53608], [0.36555, -5.67011, -2.80757], [-1.02307, -4.82471, -2.08662], [0.05129, -5.80523, -1.05825], [4.59316, 2.74503, 0.13058], [4.09310, 1.43230, 0.32702], [4.90467, 0.26637, 0.28176], [2.90271, 1.20374, -0.83074], [1.69228, 1.01358, -0.23886], [0.70826, 0.78962, -0.99735], [1.67812, 1.10884, 1.20320], [0.60116, 1.00221, 2.09235], [0.85724, 1.13838, 3.43813], [2.16185, 1.39446, 3.89985], [3.24259, 1.51325, 3.02877], [2.97681, 1.36400, 1.69050], [-0.40719, 0.82389, 1.74301], [0.04922, 1.06088, 4.15244], [2.32954, 1.51133, 4.96289], [4.23978, 1.71522, 3.39610]],
  "forces_ev_per_angstrom": [[-0.89, -0.09, -0.06], [0.08, -0.03, 0.00], [0.02, -0.14, -0.05], [-0.12, 0.05, 0.03], [0.01, 0.05, 0.00], [-0.08, 0.01, 0.01], [0.21, 0.04, -0.04], [-0.06, -0.01, 0.05], [0.18, -0.19, -0.06], [-0.03, -0.03, 0.01], [-0.03, 0.30, 0.03], [-0.01, 0.01, 0.00], [0.01, 0.00, -0.01], [0.00, 0.01, 0.00], [-0.13, -0.01, -0.03], [0.19, -0.06, 0.00], [0.04, 0.07, 0.04], [-0.24, -0.09, -0.09], [0.35, -0.14, 0.10], [0.00, 0.01, -0.02], [-0.01, -0.01, 0.01], [-0.01, 0.01, 0.00], [0.00, 0.01, -0.02], [-0.01, 0.02, 0.00], [0.02, 0.01, 0.01], [-0.01, 0.00, 0.13], [0.11, 0.00, -0.30], [-0.01, -0.01, 0.08], [0.17, 0.07, -0.09], [-0.43, -0.06, -0.17], [0.64, 0.18, 0.29], [0.22, 0.08, 0.08], [0.05, 0.01, -0.07], [0.16, 0.04, 0.07], [-0.11, -0.01, 0.00], [-0.02, 0.01, 0.02], [-0.23, -0.06, 0.08], [-0.01, 0.00, -0.05], [0.02, 0.00, 0.01], [-0.02, -0.02, 0.00], [0.00, 0.00, -0.01]],
  "homo_energy_ev": [-16.04, -15.95],
  "s_squared": 6.0347,
  "spin_multiplicity": 5,
  "relative_energy_ev": 0.775,
  "charge": 2,
  "e_tot_ha": -4274.9136,
  "homo_lumo_gap_ev": [8.931, 5.549]
}